C4H12N4 in the gas phase, computed with ωB97M-V/def2-TZVPD.

The geometry in XYZ format:
```
20
Properties=species:S:1:pos:R:3
C -2.2031 -0.8180 0.4741
C 2.9201 -1.2564 0.3505
N -1.5785 0.4395 0.0943
N 2.1241 -0.3450 -0.4415
C 0.0333 0.6950 0.1718
N -2.2562 1.2084 -0.8853
N 0.4435 1.9834 0.2853
C 0.5684 -0.3659 -0.3672
H 2.4934 0.6065 -0.4377
H -2.6126 0.6298 -1.6468
H -3.0599 1.7030 -0.5042
H -0.3414 2.5165 0.6574
H 0.9595 2.3301 -0.5135
H 0.1973 -1.3403 -0.6457
H -2.1371 -1.5690 -0.3252
H -1.7132 -1.2175 1.3673
H -3.2674 -0.6710 0.7017
H 2.6019 -2.2880 0.1669
H 3.9768 -1.1829 0.0690
H 2.8509 -1.0582 1.4287
```

Properties
ΔE to the lowest compared entry with this formula, charge and spin	355.3	kJ/mol
highest occupied orbital energy	-7.60	eV
Kohn-Sham gap	0.31751	hartree
total charge	0
SMILES string	CN/C=C(\N)N(C)N

***

A molecular structure, C24H28AuNO5PS2, computed with ωB97M-V/def2-TZVPD.

The geometry in XYZ format:
```
62
Properties=species:S:1:pos:R:3
Au 1.0151 -0.2000 0.1275
C -2.1088 5.0962 -5.3053
C -2.0639 3.9695 -4.3146
C -3.2343 3.3896 -3.8347
C -3.1959 2.3597 -2.9076
C -1.9620 1.9048 -2.4699
C -0.7732 2.4605 -2.9347
C -0.8349 3.4895 -3.8520
S -1.9001 0.5891 -1.3276
O -0.9823 -0.4025 -1.8075
O -3.2255 0.2118 -0.9320
N -1.0839 1.3866 -0.0143
C -1.7769 1.5880 1.0228
C -1.1579 0.2214 2.8435
O -2.2021 0.3032 3.3437
O -0.0419 -0.0367 2.6453
H -3.1126 5.2391 -5.7000
H -1.4346 4.9082 -6.1410
H -1.7954 6.0309 -4.8367
H -4.1914 3.7466 -4.1926
H -4.1044 1.9093 -2.5324
H 0.1817 2.0727 -2.6015
H 0.0822 3.9241 -4.2303
H -2.8462 1.3693 1.0202
H -1.4613 2.4024 1.6766
C 0.4082 -3.2604 -1.2354
P 0.6350 -2.4373 0.3563
C 2.1231 -3.0979 1.1493
C 2.5383 -2.5486 2.3636
C 3.6939 -3.0050 2.9721
C 4.4522 -4.0019 2.3684
C 4.0513 -4.5408 1.1577
C 2.8876 -4.0901 0.5465
C -0.8063 -2.8173 1.3874
C -2.0668 -2.4999 0.8790
C -3.2032 -2.7412 1.6346
C -3.0891 -3.2984 2.9016
C -1.8381 -3.6141 3.4097
C -0.6950 -3.3738 2.6576
H 0.3455 -4.3414 -1.1035
H 1.2339 -3.0077 -1.8980
H -0.5183 -2.8947 -1.6729
H 1.9542 -1.7658 2.8330
H 4.0068 -2.5830 3.9180
H 5.3567 -4.3560 2.8449
H 4.6400 -5.3160 0.6858
H 2.5828 -4.5224 -0.3974
H -2.1692 -2.0520 -0.1016
H -4.1752 -2.4868 1.2328
H -3.9756 -3.4842 3.4932
H -1.7465 -4.0495 4.3960
H 0.2747 -3.6296 3.0628
C 1.4065 3.5040 0.9403
S 2.6236 2.8941 -0.2170
C 4.0934 3.2600 0.7284
O 2.5393 1.3818 -0.1757
H 1.5115 4.5859 1.0193
H 1.5538 3.0208 1.9065
H 0.4355 3.2537 0.5195
H 4.2183 4.3414 0.7787
H 4.9290 2.8167 0.1916
H 3.9988 2.8244 1.7216
```

Properties
ΔE to the lowest compared entry with this formula, charge and spin	89.3	kJ/mol
highest occupied orbital energy	-10.95	eV
Kohn-Sham gap	0.27225	hartree
total charge	+1

***

A molecular structure, C4H5O5Sc, computed with ωB97M-V/def2-TZVPD.

The geometry in XYZ format:
```
15
Properties=species:S:1:pos:R:3
O 0.8081 0.5177 -0.7280
C 1.4927 -0.4883 -0.1485
O 2.5011 -0.1976 0.4909
O 0.8472 -1.5741 0.0390
Sc 3.0014 1.8066 0.5322
C -0.6189 -1.6377 -0.1066
C -1.2983 -0.5061 0.5887
H -0.8221 -1.6528 -1.1828
H -0.8683 -2.6003 0.3516
H -1.2076 -0.4966 1.6774
H -2.2853 -0.2315 0.2117
O 0.4863 2.0583 0.8570
C -0.1179 1.3944 -0.0236
O -0.8108 2.0658 -0.8994
H -1.1075 1.5423 -1.6597
```

Properties
ΔE to the lowest compared entry with this formula, charge and spin	219.5	kJ/mol
highest occupied orbital energy (spin up / spin down)	-22.35 / -24.86	eV
2S+1	2
Kohn-Sham gap (spin up / spin down)	0.17246 / 0.27291	hartree
total charge	+3
⟨S²⟩	0.755

***

A molecular structure, C26H40I2N8NbO2, computed with ωB97M-V/def2-TZVPD.

The geometry in XYZ format:
```
79
Properties=species:S:1:pos:R:3
C 0.1647 -0.3050 -3.3759
C 1.4975 0.3963 -3.1925
I 2.9953 -1.1653 -3.2576
C 1.6017 1.2487 -1.8696
I 3.7162 1.6218 -1.5388
Nb 0.4741 0.3974 -0.0383
C -0.5651 -0.6776 1.7192
O -1.6005 -1.5652 1.2383
O -0.9838 -2.7984 0.9076
C 2.1845 0.6001 1.4260
C 2.4337 1.7340 2.2034
C 3.4786 1.7988 3.1136
C 4.3312 0.7263 3.3222
C 4.1027 -0.4005 2.5351
C 3.0736 -0.4673 1.6208
H 0.0484 -1.1711 -2.7289
H -0.6785 0.3701 -3.2889
H 0.1401 -0.6926 -4.4003
H 1.6341 1.0641 -4.0442
H 1.1730 2.2271 -2.1032
H -0.1070 2.0646 0.5449
H -1.1315 0.2584 -0.8557
H 0.9847 -1.3044 -0.5848
H -0.9639 0.1027 2.3681
H 0.2026 -1.2687 2.2189
H -0.7821 -2.7150 -0.0378
H 1.7993 2.6066 2.1327
H 3.6184 2.6949 3.7110
H 5.1232 0.7744 4.0540
H 4.7555 -1.2526 2.6921
H 2.9366 -1.3782 1.0482
C 1.0873 -2.7533 4.6708
C 2.2127 -1.9458 5.1232
N 3.1001 -1.3121 5.4783
H 1.1230 -3.7343 5.1416
H 0.1520 -2.2632 4.9331
H 1.1307 -2.8713 3.5888
C -3.8086 -2.8142 3.4164
C -4.4314 -3.7267 4.3689
N -4.9212 -4.4440 5.1188
H -4.5070 -2.5787 2.6168
H -3.5215 -1.8927 3.9181
H -2.9199 -3.2689 2.9821
C 1.4001 3.2849 6.5129
C 0.9118 3.5846 5.1741
N 0.5469 3.7940 4.1076
H 0.5622 3.0671 7.1723
H 2.0595 2.4186 6.4738
H 1.9514 4.1374 6.9049
C 6.0706 -2.6745 -6.7614
C 5.0332 -1.8334 -6.1761
N 4.2321 -1.1778 -5.6749
H 6.0271 -3.6761 -6.3359
H 5.9289 -2.7403 -7.8386
H 7.0499 -2.2456 -6.5574
C -3.2249 2.7996 -4.4195
C -2.4794 2.3615 -3.2459
N -1.8911 2.0862 -2.2987
H -2.5350 3.1827 -5.1699
H -3.7759 1.9652 -4.8377
H -3.9183 3.5911 -4.1368
C -3.4279 -2.6155 -3.5873
C -3.2023 -1.2661 -4.0866
N -3.0123 -0.2060 -4.4803
H -4.1068 -3.1444 -4.2480
H -2.4798 -3.1506 -3.5446
H -3.8570 -2.5749 -2.5933
C 1.6176 6.7960 2.3274
C 2.7492 7.6342 2.7041
N 3.6353 8.2987 3.0032
H 1.6960 5.8219 2.8079
H 0.6891 7.2695 2.6398
H 1.6012 6.6573 1.2483
C -8.0590 -3.4951 -3.9331
C -6.8343 -3.6400 -3.1571
N -5.8713 -3.7530 -2.5451
H -8.4551 -4.4770 -4.1837
H -8.7998 -2.9492 -3.3525
H -7.8525 -2.9483 -4.8511
```

Properties
highest occupied orbital energy	-4.33	eV
Kohn-Sham gap	0.22266	hartree
total charge	-1